[1]
{"formula": "C11H13NO3", "method": "wB97M-V/def2-TZVPD", "symbols": ["C", "C", "C", "C", "C", "C", "C", "C", "C", "C", "C", "N", "O", "O", "O", "H", "H", "H", "H", "H", "H", "H", "H", "H", "H", "H", "H", "H"], "positions_angstrom": [[2.954116, -1.304944, -1.822108], [1.810943, -1.403389, -2.524534], [3.055468, -0.934702, -0.493840], [0.568877, -1.177243, -1.915793], [1.846288, -0.763028, 0.178897], [0.649052, -0.876020, -0.576282], [1.527143, -0.190378, 1.557616], [-0.517569, -0.507092, 0.391250], [-0.641309, 1.848890, -0.643392], [-0.498989, 0.210846, 2.771706], [-1.579378, 0.623534, -0.217362], [0.199436, -0.113217, 1.548685], [2.243818, -0.061401, 2.538274], [-1.323905, -1.680340, 0.648306], [-2.345170, 0.054832, -1.196362], [3.951658, -1.356201, -2.411384], [1.829692, -1.790157, -3.597580], [3.992293, -0.801506, 0.052254], [-0.410721, -1.362181, -2.504839], [-1.124711, 2.629427, -0.159923], [-0.461521, 1.997910, -1.654980], [0.161688, 1.619967, -0.000735], [-0.972217, 1.218351, 2.604407], [-1.277758, -0.612834, 2.889642], [0.354899, 0.407733, 3.522210], [-2.191298, 0.883933, 0.617513], [-1.019498, -2.007758, 1.608444], [-1.913210, 0.347272, -1.994164]], "forces_ev_per_angstrom": [[4.5303, 0.5601, -1.0393], [-2.0725, -1.2088, -2.3543], [-0.8521, -0.0117, 1.4095], [-0.7248, -0.8719, -0.8387], [0.0204, 0.9029, -1.4753], [-1.0191, 0.9351, 1.9674], [1.6410, -2.3374, -0.7077], [-1.0300, -0.6832, -2.2290], [-2.3869, -2.6564, 2.5519], [0.2011, 1.0806, 0.0016], [3.8142, -0.6870, 0.7335], [-1.6730, 1.0683, 1.1300], [-0.0393, 0.5216, -0.7932], [1.2937, -0.4295, 3.3867], [-0.4965, -0.0461, -0.6936], [-1.7748, -0.2885, 1.0544], [0.0904, 0.8592, 1.5228], [-0.1786, -0.0638, -0.4435], [1.7676, 0.5174, 1.3190], [-0.7309, 2.1926, 0.1855], [0.4874, 0.0780, -1.7101], [1.8169, 0.3826, -0.0686], [-0.0867, -1.0287, 0.4697], [0.9773, 1.3793, 0.8524], [-1.7998, -0.9852, -0.6385], [-0.5619, 0.2929, 0.5490], [-1.0083, 0.7451, -3.3709], [-0.2050, -0.2175, -0.7706]], "multiplicity": 1, "largest_force_ev_per_a": 4.68, "homo_energy_ha": -0.3428, "homo_lumo_gap_ev": 9.9, "lumo_energy_ev": 0.56, "smiles": "C[C@@H](O)[C@@]1(O)c2ccccc2C(=O)N1C", "total_energy_ev": -19248.9167}


[2]
{"formula": "C11H13OP", "method": "wB97M-V/def2-TZVPD", "symbols": ["C", "C", "C", "C", "C", "C", "C", "C", "C", "C", "C", "O", "P", "H", "H", "H", "H", "H", "H", "H", "H", "H", "H", "H", "H", "H"], "positions_angstrom": [[1.872762, 1.639989, -1.117348], [0.708319, 1.882756, -1.890546], [0.668791, -0.109710, -0.034782], [-0.436961, -0.138096, -0.948241], [1.858112, 0.640501, -0.171044], [-0.277858, 0.914242, -1.866450], [-2.771575, -0.942200, -0.557842], [-1.471250, -1.136084, -0.772506], [3.074894, 0.453910, 0.720575], [-0.940898, -2.516313, -1.081239], [-2.692592, 1.435022, 1.406303], [-4.896229, 0.554662, -0.036545], [-3.465063, 0.696020, -0.202899], [2.828761, 2.313020, -1.140615], [0.781061, 2.832469, -2.534508], [0.707716, -0.781146, 0.923034], [-3.432709, -1.697450, -0.482725], [3.660967, -0.495944, 0.531179], [3.731356, 1.241800, 0.574077], [2.717766, 0.643667, 1.649352], [-1.820876, -3.304692, -1.325815], [-0.384365, -2.801389, -0.207143], [-0.460791, -2.551335, -2.046274], [-1.640851, 1.460280, 1.417098], [-3.050330, 2.513550, 1.347690], [-3.058871, 0.885132, 2.234311]], "forces_ev_per_angstrom": [[0.8267, 1.5003, -0.1874], [1.2935, 0.7724, -0.9067], [0.6880, -1.8444, 1.6568], [2.7664, 2.7387, 1.1057], [-0.5001, -0.3843, -0.4328], [-0.5272, 0.2366, 0.5272], [2.6743, 3.5072, 0.4763], [-1.0511, -1.2969, -1.6057], [-0.3991, -1.9704, -2.8116], [-3.2013, -1.6768, -0.6388], [-1.5244, 1.4615, -2.4058], [-3.0489, 0.0536, 0.1898], [3.3005, 0.1749, 0.9464], [-2.0955, -1.1236, -0.3360], [-0.7544, -1.8255, 0.7324], [-0.5160, 0.8540, -1.9895], [-2.1487, -2.5918, 0.0235], [-1.0321, 0.8814, 0.6294], [1.4272, 1.5426, -0.6980], [-0.6789, -0.4512, 3.4357], [1.7052, 1.7772, 1.2465], [0.7301, -0.7266, -0.1227], [1.0422, 0.2832, 0.0990], [1.3923, -0.1457, -0.2445], [0.2488, -1.3929, 0.5020], [-0.6172, -0.3533, 0.8088]], "multiplicity": 1, "largest_force_ev_per_a": 4.44, "homo_energy_ha": [-0.3386, -0.2874], "homo_lumo_gap_ev": [8.4, 7.2], "lumo_energy_ev": [-0.79, -0.61], "total_energy_ev": -22949.1956}


[3]
{"formula": "C11H14AuNO3SSe2", "method": "wB97M-V/def2-TZVPD", "symbols": ["Au", "O", "C", "O", "C", "C", "C", "C", "C", "C", "S", "H", "H", "H", "H", "C", "Se", "C", "C", "Se", "C", "H", "H", "H", "H", "H", "H", "H", "H", "H", "H", "O", "N"], "positions_angstrom": [[1.219717, -0.610143, 0.557512], [-1.658337, 2.210672, -0.788061], [-0.553275, 1.903090, -0.305322], [-0.380261, 0.775033, 0.262298], [0.555928, 2.912261, -0.383612], [0.177615, 4.214024, -0.583068], [1.117442, 5.260842, -0.640237], [2.474712, 5.000083, -0.513050], [2.891361, 3.702351, -0.345151], [1.954668, 2.624726, -0.263925], [2.760176, 1.139188, -0.138787], [-0.875316, 4.429952, -0.693573], [0.771373, 6.274951, -0.790626], [3.199864, 5.801465, -0.553560], [3.947554, 3.473787, -0.270260], [-4.490220, 1.191581, -1.354313], [-3.237138, 0.420332, -0.119881], [-2.325591, -0.773863, -1.364044], [-1.789380, -2.078789, -0.785001], [-0.906463, -2.020408, 0.975088], [-0.354835, -3.875946, 0.990544], [-3.955357, 1.542265, -2.232397], [-4.970288, 2.022100, -0.844986], [-5.228978, 0.436824, -1.616635], [-1.542353, -0.181035, -1.826865], [-3.070144, -1.011135, -2.121677], [-1.072361, -2.515505, -1.473848], [-2.591050, -2.794766, -0.619625], [0.450938, -4.044847, 0.284092], [-1.215901, -4.485684, 0.730956], [-0.040361, -4.108170, 2.004365], [2.765451, -2.890245, 0.539844], [2.704539, -1.886462, 1.046603]], "forces_ev_per_angstrom": [[-0.8226, 0.7157, -0.4512], [0.1315, 0.0680, 0.0485], [-0.1198, -0.1137, -0.1247], [-0.1677, 0.1216, 0.0994], [0.1388, -0.1121, 0.0728], [0.0177, 0.1873, -0.0155], [-0.0738, -0.0112, -0.0038], [0.0012, 0.0619, -0.0091], [-0.0183, -0.0462, -0.0094], [-0.0457, -0.0195, -0.0680], [-0.0080, -0.4964, 0.2472], [-0.0007, 0.0323, -0.0011], [-0.0108, -0.0098, 0.0113], [-0.0230, -0.0092, -0.0152], [-0.0353, -0.0137, 0.0088], [-0.0294, 0.0900, -0.0671], [-0.0190, -0.1336, 0.0749], [0.0453, -0.0495, 0.0457], [0.0347, 0.1379, 0.0299], [0.4995, 0.1893, 0.0639], [-0.0337, -0.0566, 0.0501], [0.0468, 0.0050, -0.0065], [-0.0018, 0.0161, 0.0254], [0.0069, -0.0362, 0.0093], [0.0118, 0.0634, 0.0105], [0.0149, -0.0746, -0.0815], [-0.0133, -0.0416, -0.1267], [-0.0650, -0.0393, 0.0305], [0.0344, -0.0064, -0.0703], [-0.0477, -0.0073, 0.0167], [0.0204, -0.0049, 0.0195], [0.0157, -0.4782, -0.2972], [0.5159, 0.0715, 0.4829]], "total_charge": 2, "multiplicity": 3, "largest_force_ev_per_a": 1.18, "homo_energy_ha": [-0.5638, -0.5682], "homo_lumo_gap_ev": [7.1, 6.1], "lumo_energy_ev": [-8.29, -9.36], "total_energy_ev": -164466.7560}